# 1
Formula: C33H49B2F21N2O16
Source: the OMol25 dataset
Level of theory: ωB97M-V/def2-TZVPD

Values from the calculation:
molecular weight = 1150.335 g/mol
total charge = 0
Kohn-Sham gap = 8.563 eV
F_max = 0.1642 Eh/bohr
SMILES string = CN(C)B(O)BCCC(N)=O.CCOC(=O)C(F)(F)F.CCOC(=O)C(F)(F)F.CCOC(=O)C(F)(F)F.CCOC(=O)C(F)(F)F.CCOC(=O)C(F)(F)F.CCOC(=O)C(F)(F)F.CCOC(=O)C(F)(F)F

The geometry in XYZ format:
```
123
C33H49B2F21N2O16, DFT ωB97M-V/def2-TZVPD
C -1.647 4.262 0.643
N -2.343 3.322 -0.316
C -2.496 1.922 0.233
B -1.748 3.351 -1.712
O -2.731 3.198 -2.844
B -0.134 3.576 -1.969
C 0.990 2.378 -2.124
C 1.645 2.111 -0.645
C 1.412 0.601 -0.044
N 1.602 -0.575 -0.995
O 1.081 0.471 1.267
H -2.388 4.454 1.535
H -0.582 3.920 0.989
H -1.534 5.305 0.074
H -3.528 1.507 -0.201
H -2.644 1.916 1.413
H -1.669 1.160 -0.126
H -3.299 2.382 -2.695
H 0.257 4.707 -2.010
H 1.852 2.825 -2.814
H 0.575 1.423 -2.664
H 2.820 2.259 -0.733
H 1.211 2.925 0.082
H 0.704 -0.660 -1.525
H 1.671 -1.421 -0.368
C -2.138 4.282 -5.718
C -1.180 5.218 -6.430
O -0.072 4.487 -6.975
C -0.287 3.877 -8.185
O -1.351 3.925 -8.795
C 0.983 3.179 -8.670
F 1.606 2.470 -7.684
F 1.907 4.067 -9.139
F 0.755 2.297 -9.683
H -1.609 3.693 -4.961
H -2.941 4.843 -5.233
H -2.586 3.569 -6.418
H -0.766 5.934 -5.712
H -1.687 5.800 -7.208
C 4.746 -3.897 -5.068
C 5.191 -4.951 -4.072
O 4.718 -4.631 -2.755
C 3.424 -4.991 -2.473
O 2.681 -5.550 -3.275
C 3.068 -4.637 -1.030
F 3.491 -3.391 -0.672
F 3.636 -5.500 -0.138
F 1.728 -4.666 -0.788
H 5.059 -2.901 -4.739
H 5.171 -4.094 -6.056
H 3.656 -3.874 -5.158
H 6.284 -4.969 -4.021
H 4.867 -5.954 -4.372
C -0.989 6.058 7.069
C -2.188 5.130 7.044
O -3.157 5.584 6.088
C -2.929 5.234 4.781
O -1.961 4.576 4.410
C -4.057 5.738 3.883
F -4.418 7.024 4.159
F -5.190 4.990 4.018
F -3.738 5.711 2.559
H -1.306 7.091 7.250
H -0.285 5.762 7.851
H -0.464 6.052 6.109
H -2.678 5.138 8.023
H -1.893 4.094 6.841
C 4.092 1.479 6.271
C 3.279 1.923 7.472
O 3.269 3.355 7.572
C 2.356 4.009 6.784
O 1.581 3.440 6.021
C 2.419 5.516 7.025
F 3.697 5.991 7.074
F 1.839 5.869 8.208
F 1.785 6.239 6.060
H 5.100 1.905 6.309
H 4.169 0.389 6.236
H 3.636 1.824 5.337
H 3.744 1.544 8.389
H 2.259 1.524 7.441
C 5.322 -5.354 1.864
C 6.378 -4.269 1.949
O 7.394 -4.630 2.897
C 8.376 -5.472 2.440
O 8.415 -5.918 1.297
C 9.413 -5.733 3.531
F 8.849 -5.989 4.747
F 10.241 -4.664 3.715
F 10.220 -6.796 3.258
H 4.913 -5.572 2.856
H 4.505 -5.049 1.203
H 5.745 -6.289 1.482
H 5.922 -3.341 2.310
H 6.817 -4.052 0.968
C -1.997 -5.907 -0.272
C -2.809 -5.463 0.930
O -2.820 -4.031 1.030
C -3.733 -3.377 0.241
O -4.508 -3.946 -0.522
C -3.670 -1.869 0.482
F -2.391 -1.395 0.531
F -4.250 -1.517 1.666
F -4.304 -1.147 -0.483
H -0.989 -5.481 -0.234
H -1.920 -6.997 -0.306
H -2.452 -5.562 -1.206
H -2.345 -5.842 1.846
H -3.830 -5.862 0.898
C -6.596 -2.745 -1.913
C -6.584 -2.098 -3.284
O -7.057 -3.017 -4.280
C -8.419 -3.126 -4.404
O -9.220 -2.495 -3.719
C -8.782 -4.096 -5.527
F -8.037 -5.239 -5.499
F -8.586 -3.546 -6.760
F -10.085 -4.494 -5.490
H -6.028 -3.682 -1.924
H -6.162 -2.077 -1.164
H -7.615 -2.997 -1.603
H -5.557 -1.835 -3.556
H -7.168 -1.170 -3.299
```

---

# 2
Formula: C33H49BrFeNP3
Source: the OMol25 dataset
Level of theory: ωB97M-V/def2-TZVPD

Values from the calculation:
spin multiplicity = 5
molecular weight = 688.433 g/mol
⟨S²⟩ = 6.056
total charge = +2
Kohn-Sham gap (spin up / spin down) = 4.653 / 6.857 eV
F_max = 0.0720 Eh/bohr

The geometry in XYZ format:
```
88
C33H49BrFeNP3, DFT ωB97M-V/def2-TZVPD
C 0.152 4.480 -3.530
C -0.056 3.238 -4.183
C -0.399 3.245 -5.552
C -0.583 4.481 -6.183
N -0.418 5.639 -5.545
C -0.045 5.655 -4.266
C -0.022 2.011 -3.455
C -0.120 1.517 -2.180
C -0.456 1.761 -0.820
C 0.453 2.137 0.196
C 0.082 2.037 1.528
C -1.137 1.395 1.889
C -2.093 1.200 0.871
C -1.779 1.450 -0.448
Fe 0.076 0.213 -3.426
P 2.473 -1.247 0.919
H -0.574 2.324 -6.102
H 0.419 4.537 -2.475
H -0.878 4.521 -7.233
H 0.101 6.628 -3.788
H -2.541 1.348 -1.223
H 1.443 2.507 -0.080
H -3.089 0.839 1.107
H 0.743 2.423 2.306
C 2.926 -2.963 1.268
C 4.013 -3.567 0.370
H 1.995 -3.547 1.192
H 3.242 -2.998 2.323
H 4.281 -4.558 0.760
H 3.666 -3.709 -0.661
H 4.934 -2.968 0.349
C 2.402 -0.873 -0.853
C 3.523 -0.008 -1.428
H 1.433 -0.365 -1.006
H 2.348 -1.828 -1.399
H 3.383 0.076 -2.516
H 3.509 1.016 -1.025
H 4.523 -0.439 -1.270
C 3.538 -0.090 1.806
C 5.039 -0.406 1.747
H 3.190 -0.090 2.851
H 3.338 0.917 1.407
H 5.593 0.421 2.206
H 5.289 -1.317 2.307
H 5.418 -0.517 0.722
Br 0.374 -0.938 1.740
P -1.136 -1.386 -2.818
C -0.042 -2.876 -2.927
C -0.652 -4.250 -2.662
H 0.758 -2.688 -2.192
H 0.432 -2.855 -3.921
H 0.098 -5.020 -2.892
H -0.931 -4.386 -1.612
H -1.523 -4.460 -3.294
C -2.046 -1.611 -1.246
C -3.105 -2.711 -1.199
H -2.536 -0.651 -1.041
H -1.300 -1.729 -0.445
H -3.526 -2.760 -0.187
H -3.924 -2.502 -1.898
H -2.697 -3.701 -1.432
C -2.508 -1.416 -4.065
C -2.689 -2.735 -4.800
H -2.290 -0.609 -4.787
H -3.433 -1.130 -3.538
H -3.393 -2.603 -5.627
H -1.743 -3.098 -5.224
H -3.103 -3.521 -4.153
C -2.365 3.199 3.799
P -1.923 1.474 3.533
C -3.428 0.499 3.493
C -0.998 0.891 4.967
C 0.386 1.109 5.042
C 1.066 0.880 6.239
C 0.381 0.395 7.358
C -0.986 0.120 7.275
C -1.676 0.363 6.087
H -2.766 3.624 2.869
H -1.471 3.758 4.105
H -3.123 3.243 4.591
H -3.196 -0.522 3.159
H -3.870 0.462 4.494
H -4.158 0.960 2.814
H 0.922 1.466 4.160
H 2.134 1.089 6.290
H 0.916 0.228 8.292
H -1.521 -0.276 8.138
H -2.741 0.141 6.041
```

---

- The lowest molecular weight belongs to which entry?
  C33H49BrFeNP3

---

- Which value of molecular weight does entry 1 give?
  1150.335 g/mol

---

- Number 2 is which compound?
  C33H49BrFeNP3

---

Please write out number 2 again, unchanged.
Formula: C33H49BrFeNP3
Source: the OMol25 dataset
Level of theory: ωB97M-V/def2-TZVPD

Values from the calculation:
spin multiplicity = 5
molecular weight = 688.433 g/mol
⟨S²⟩ = 6.056
total charge = +2
Kohn-Sham gap (spin up / spin down) = 4.653 / 6.857 eV
F_max = 0.0720 Eh/bohr

The geometry in XYZ format:
```
88
C33H49BrFeNP3, DFT ωB97M-V/def2-TZVPD
C 0.152 4.480 -3.530
C -0.056 3.238 -4.183
C -0.399 3.245 -5.552
C -0.583 4.481 -6.183
N -0.418 5.639 -5.545
C -0.045 5.655 -4.266
C -0.022 2.011 -3.455
C -0.120 1.517 -2.180
C -0.456 1.761 -0.820
C 0.453 2.137 0.196
C 0.082 2.037 1.528
C -1.137 1.395 1.889
C -2.093 1.200 0.871
C -1.779 1.450 -0.448
Fe 0.076 0.213 -3.426
P 2.473 -1.247 0.919
H -0.574 2.324 -6.102
H 0.419 4.537 -2.475
H -0.878 4.521 -7.233
H 0.101 6.628 -3.788
H -2.541 1.348 -1.223
H 1.443 2.507 -0.080
H -3.089 0.839 1.107
H 0.743 2.423 2.306
C 2.926 -2.963 1.268
C 4.013 -3.567 0.370
H 1.995 -3.547 1.192
H 3.242 -2.998 2.323
H 4.281 -4.558 0.760
H 3.666 -3.709 -0.661
H 4.934 -2.968 0.349
C 2.402 -0.873 -0.853
C 3.523 -0.008 -1.428
H 1.433 -0.365 -1.006
H 2.348 -1.828 -1.399
H 3.383 0.076 -2.516
H 3.509 1.016 -1.025
H 4.523 -0.439 -1.270
C 3.538 -0.090 1.806
C 5.039 -0.406 1.747
H 3.190 -0.090 2.851
H 3.338 0.917 1.407
H 5.593 0.421 2.206
H 5.289 -1.317 2.307
H 5.418 -0.517 0.722
Br 0.374 -0.938 1.740
P -1.136 -1.386 -2.818
C -0.042 -2.876 -2.927
C -0.652 -4.250 -2.662
H 0.758 -2.688 -2.192
H 0.432 -2.855 -3.921
H 0.098 -5.020 -2.892
H -0.931 -4.386 -1.612
H -1.523 -4.460 -3.294
C -2.046 -1.611 -1.246
C -3.105 -2.711 -1.199
H -2.536 -0.651 -1.041
H -1.300 -1.729 -0.445
H -3.526 -2.760 -0.187
H -3.924 -2.502 -1.898
H -2.697 -3.701 -1.432
C -2.508 -1.416 -4.065
C -2.689 -2.735 -4.800
H -2.290 -0.609 -4.787
H -3.433 -1.130 -3.538
H -3.393 -2.603 -5.627
H -1.743 -3.098 -5.224
H -3.103 -3.521 -4.153
C -2.365 3.199 3.799
P -1.923 1.474 3.533
C -3.428 0.499 3.493
C -0.998 0.891 4.967
C 0.386 1.109 5.042
C 1.066 0.880 6.239
C 0.381 0.395 7.358
C -0.986 0.120 7.275
C -1.676 0.363 6.087
H -2.766 3.624 2.869
H -1.471 3.758 4.105
H -3.123 3.243 4.591
H -3.196 -0.522 3.159
H -3.870 0.462 4.494
H -4.158 0.960 2.814
H 0.922 1.466 4.160
H 2.134 1.089 6.290
H 0.916 0.228 8.292
H -1.521 -0.276 8.138
H -2.741 0.141 6.041
```